Record 1
Entry from the OMol25 dataset: C24H21GePt as an isolated structure in a non-equilibrium geometry (ωB97M-V with the def2-TZVPD basis set).

```
47
Properties=species:S:1:pos:R:3:forces:R:3
Pt -2.412124 -1.003768 0.024363 1.285 -0.516 2.030
C -3.674404 -3.005863 -0.892203 0.566 0.455 -0.024
C -4.595757 -2.351208 -0.055668 -1.327 0.847 -0.219
C -4.751336 -1.019553 -0.522540 -0.957 -1.046 0.395
C -3.916933 -0.859479 -1.660551 0.429 0.464 -0.144
C -3.235948 -2.084417 -1.870213 -0.088 -0.493 -0.869
H -3.407700 -4.049808 -0.843084 0.257 0.048 0.145
H -5.156672 -2.799326 0.748670 0.133 0.028 0.156
H -5.491154 -0.313752 -0.175730 0.199 0.079 0.140
H -3.947370 -0.025093 -2.347236 0.189 0.007 0.137
H -2.627894 -2.323678 -2.732023 0.104 0.066 0.183
C -1.346111 -0.339670 1.526046 -0.771 0.772 -2.600
Ge 0.255039 0.187229 0.594403 0.440 -0.027 -0.348
C 1.091767 -1.402743 -0.289877 -0.153 0.557 0.349
C 1.492563 -2.403613 0.588694 -0.021 0.159 0.162
C 2.052813 -3.584267 0.142168 0.057 -0.164 0.035
C 2.228861 -3.791232 -1.216252 0.053 -0.110 -0.062
C 1.853852 -2.800843 -2.107664 0.056 -0.082 -0.153
C 1.291225 -1.622197 -1.644055 -0.022 0.247 -0.156
C -0.051720 1.808223 -0.570647 -0.097 -0.598 0.441
C -0.060155 1.897061 -1.956540 0.211 -0.264 0.019
C -0.492647 3.044728 -2.599595 0.002 0.100 -0.250
C -0.946410 4.127824 -1.868737 -0.048 0.107 0.052
C -0.944707 4.060248 -0.483222 -0.076 0.225 -0.123
C -0.496784 2.916524 0.143546 0.138 -0.149 0.247
C 1.771645 0.857702 1.770900 -0.495 -0.231 -0.484
C 2.957265 1.296337 1.197833 0.069 0.031 -0.095
C 3.996421 1.773290 1.977523 0.213 0.077 -0.146
C 3.862576 1.824442 3.354504 0.086 0.029 0.145
C 2.687973 1.387901 3.942456 0.125 0.066 0.203
C 1.659243 0.907546 3.151548 -0.239 -0.087 -0.007
H -1.667575 0.315734 2.335281 -0.095 -0.566 0.522
H 1.355105 -2.239603 1.648564 0.001 -0.093 0.180
H 2.354757 -4.344425 0.851150 -0.009 -0.046 0.037
H 2.654659 -4.719022 -1.577134 0.035 -0.017 -0.015
H 2.002838 -2.948285 -3.171189 -0.031 0.007 -0.010
H 1.006979 -0.863919 -2.359467 -0.069 0.002 -0.076
H 0.274641 1.060790 -2.553235 -0.053 -0.066 -0.065
H -0.486738 3.092209 -3.683011 -0.002 -0.027 0.007
H -1.305854 5.015935 -2.370892 -0.008 0.053 -0.041
H -1.306550 4.895047 0.102355 -0.004 0.060 0.037
H -0.499806 2.861866 1.224589 -0.055 0.093 0.143
H 3.063832 1.265642 0.120620 0.070 0.019 -0.110
H 4.916041 2.109936 1.513751 0.021 0.012 -0.025
H 4.671864 2.201053 3.966645 0.035 0.018 0.029
H 2.578862 1.426281 5.018058 -0.024 -0.013 0.089
H 0.741527 0.562218 3.607098 -0.131 -0.037 0.140
```
Positions in Å, forces in eV/Å.

As for the net charge: -1. The HOMO energy (alpha / beta) comes out at -2.9 / -2.9 eV. Its HOMO-LUMO gap (alpha / beta) is 5.79 / 5.82 eV. The value obtained for the LUMO energy (alpha / beta) is 2.918 / 2.921 eV.

Record 2
Entry from the OMol25 dataset: C24H27AsMoN3OS5Te as an isolated structure (ωB97M-V with the def2-TZVPD basis set).

```
63
Properties=species:S:1:pos:R:3:forces:R:3
Mo -1.225372 1.519455 0.874524 -0.032 -0.040 -0.156
S -3.093112 3.992310 4.933743 -0.044 -0.046 0.017
As -1.970439 3.355774 3.289365 0.170 0.128 -0.042
S -1.016548 1.384367 3.291646 0.004 0.112 -0.007
S -2.961714 3.146139 1.339046 -0.052 -0.004 -0.006
S -0.621668 4.988632 3.400601 -0.066 -0.020 0.021
C 1.028461 -6.652416 1.895705 -0.001 0.004 0.001
C 1.072112 -5.170642 1.641829 0.002 -0.006 -0.007
C 2.012996 -4.611830 0.790843 0.001 -0.002 -0.001
C 2.065458 -3.244828 0.533172 0.009 0.018 0.030
C 3.171821 -2.757865 -0.366891 -0.021 0.037 0.000
C 1.109460 -2.409813 1.135332 0.031 0.009 0.036
Te 1.152446 -0.330873 0.637638 -0.018 -0.031 -0.041
N -0.194865 2.428545 -0.237423 0.081 0.006 0.492
C 0.999260 3.141673 -0.215188 -0.013 0.061 -0.523
O 2.078886 2.583469 -0.193814 0.022 -0.056 0.115
C 0.863093 4.628077 -0.244188 -0.018 -0.033 0.108
C 2.007747 5.395241 -0.052080 0.022 0.020 -0.001
C 1.916621 6.776500 -0.027979 0.004 -0.014 -0.008
C 0.683865 7.393197 -0.202333 -0.005 0.001 0.000
C -0.457635 6.629640 -0.398791 0.003 0.016 -0.007
C -0.370987 5.247047 -0.415289 0.013 -0.030 0.027
C 1.101943 -0.596611 -1.468572 0.007 0.000 0.030
C 2.014490 0.165725 -2.191996 0.023 0.031 0.021
C 2.073144 0.071816 -3.572687 -0.016 -0.003 -0.015
C 1.221514 -0.799005 -4.235065 0.000 0.005 0.007
C 0.322455 -1.562865 -3.510070 0.004 0.011 -0.007
C 0.239056 -1.482426 -2.119456 -0.014 -0.053 -0.003
C -0.734120 -2.377421 -1.404700 -0.014 -0.015 0.016
C 0.195918 -2.940968 2.052438 -0.016 0.004 0.009
C -0.770591 -2.112719 2.853533 0.027 0.011 -0.019
C 0.188921 -4.313312 2.278747 -0.012 0.004 0.002
H 1.842758 -7.164497 1.384918 0.000 0.000 0.000
H 0.087837 -7.079889 1.543892 -0.001 0.001 -0.001
H 1.106365 -6.869227 2.962005 -0.001 0.001 0.001
H 2.748614 -5.254305 0.318788 -0.001 -0.003 0.001
H 3.992917 -3.473689 -0.355722 -0.002 0.004 -0.009
H 3.563283 -1.791618 -0.046826 -0.004 0.010 0.000
H 2.838561 -2.646692 -1.399685 -0.024 0.016 -0.021
H 2.955062 4.892201 0.087198 0.000 -0.002 0.004
H 2.804003 7.374233 0.133846 0.002 0.000 -0.004
H 0.611944 8.472995 -0.175216 0.003 0.001 -0.001
H -1.418869 7.111482 -0.519366 -0.002 -0.006 0.000
H -1.260345 4.644266 -0.532686 -0.014 0.004 0.005
H 2.675161 0.845253 -1.671883 0.002 0.013 0.016
H 2.783026 0.675211 -4.123081 0.001 0.000 0.000
H 1.256832 -0.885127 -5.313562 0.003 -0.002 -0.001
H -0.339664 -2.246881 -4.028869 -0.001 -0.001 0.001
H -1.551863 -2.655166 -2.071017 -0.006 0.010 -0.002
H -1.153102 -1.898449 -0.521074 -0.012 -0.009 -0.031
H -0.247450 -3.296669 -1.069217 -0.009 0.003 -0.018
H -0.609808 -1.044330 2.737091 -0.005 -0.081 -0.005
H -0.665947 -2.340926 3.914883 -0.004 0.005 0.004
H -1.801993 -2.328367 2.572023 -0.019 -0.001 -0.006
H -0.525675 -4.715316 2.990423 0.001 -0.002 0.001
N -4.890764 -0.927057 -0.872479 -0.003 -0.005 0.008
C -3.937382 -0.045394 -0.542685 -0.005 -0.006 -0.011
N -3.809159 1.036216 -1.308896 -0.007 0.012 0.009
S -2.963353 -0.384307 0.807610 0.023 -0.068 -0.024
H -5.566504 -0.742301 -1.593339 0.003 0.000 -0.002
H -5.013327 -1.738151 -0.292488 0.002 0.002 0.001
H -4.438668 1.220976 -2.071595 0.002 -0.003 -0.004
H -3.175125 1.771505 -1.034620 -0.002 -0.015 0.000
```
Positions in Å, forces in eV/Å.

As for the spin multiplicity: 4. The HOMO energy (alpha / beta) comes out at -7.4 / -8.1 eV. The energy relative to the best compared isomer or geometry (same formula, charge and spin) comes out at 0.0 kcal per mole. Its HOMO-LUMO gap (alpha / beta) is 7.04 / 6.48 eV. The value obtained for the LUMO energy (alpha / beta) is -0.384 / -1.660 eV.